[1]
The following is a quantum chemistry calculation of a single C3H2ClN3O molecule at a distorted geometry, from OMol25.

Structure (ORCA input):
```
! RIJCOSX wB97M-V def2-TZVPD def2/J DEFGRID3
* xyz 0 1
O -1.6856 3.0312 -2.0187
N -1.0847 2.0037 -1.6134
N -0.5710 1.8931 -0.4109
C 0.0279 0.7770 -0.0364
C -0.1044 -0.3474 -0.7605
N -0.5379 -0.3328 -1.9952
C -0.8640 0.9617 -2.5019
Cl -0.9551 1.1591 -4.1224
H 0.4542 0.6743 0.8768
H 0.2569 -1.2862 -0.2855
*
```

Properties
total energy	-815.0902	a.u.
LUMO energy (alpha / beta)	-0.7 / -0.7	eV
HOMO (alpha / beta)	-9.24 / -9.24	eV
relative energy (zero: lowest compared OMol25 entry of this formula, charge and spin)	69.4	kcal per mole

[2]
The following is a quantum chemistry calculation of 11 unconnected molecules or ions with the total composition C54H72N12O2 at a distorted geometry, from OMol25.

Structure (ORCA input):
```
! RIJCOSX wB97M-V def2-TZVPD def2/J DEFGRID3
* xyz 0 1
C -1.8992 2.7563 2.0806
C -2.7994 3.9732 1.5070
O -2.2906 5.1116 1.5060
O -4.1294 3.6764 0.9819
C -4.2064 4.0348 -0.4358
C -4.4044 2.6938 -1.3411
C -3.3130 1.6417 -0.8250
C -2.9651 0.4644 -1.8578
C -1.5419 -0.1580 -1.3736
C -0.9625 -1.2827 -2.3590
C -0.6843 -0.7550 -3.8636
C 0.7729 -0.1315 -4.0720
C 0.9576 1.3889 -3.5475
C -0.3649 2.2910 -3.5482
N -1.3975 2.9462 -3.4720
C 1.7121 1.4578 -2.1036
C 1.3315 2.7887 -1.2946
N 0.9865 3.6171 -0.5084
H -1.2042 3.1315 2.9117
H -2.5275 1.9094 2.5157
H -1.2297 2.3172 1.2546
H -3.1977 4.4757 -0.7868
H -5.0208 4.8179 -0.6575
H -5.4840 2.3091 -1.1891
H -4.3204 2.9704 -2.4449
H -3.5988 1.2702 0.2198
H -2.3325 2.2415 -0.6760
H -2.9629 0.7933 -2.9490
H -3.7444 -0.3702 -1.6855
H -1.7791 -0.6680 -0.3606
H -0.8195 0.6924 -1.1320
H -1.6756 -2.1775 -2.3183
H 0.0620 -1.6109 -1.9375
H -1.5390 -0.0902 -4.2627
H -0.7276 -1.7052 -4.5239
H 1.5887 -0.7572 -3.5419
H 0.9659 -0.1229 -5.2081
H 1.6866 1.8995 -4.2861
H 2.8326 1.5024 -2.3487
H 1.4157 0.5140 -1.5399
C -2.4283 0.5778 -9.1378
C -1.8152 1.5365 -8.2937
C -2.4008 1.4283 -7.0553
N -3.3496 0.4424 -7.1250
C -3.3683 -0.0850 -8.3886
H -2.2057 0.3926 -10.1783
H -1.0308 2.2290 -8.5619
H -2.2296 1.9651 -6.1336
H -3.9412 0.1503 -6.3643
H -4.0488 -0.8827 -8.6449
C -5.3443 -0.5473 1.4108
C -4.2521 -1.3878 1.7371
C -4.6705 -2.6852 1.5716
N -5.9768 -2.6589 1.1620
C -6.3940 -1.3586 1.0561
H -5.3605 0.5327 1.4318
H -3.2676 -1.0776 2.0571
H -4.1528 -3.6226 1.7108
H -6.5423 -3.4693 0.9679
H -7.3989 -1.1240 0.7399
C -5.3658 2.2637 5.8866
C -5.9348 3.4943 6.2949
C -5.8651 4.3517 5.2231
N -5.2700 3.6845 4.1850
C -4.9689 2.4094 4.5816
H -5.2592 1.3688 6.4819
H -6.3496 3.7277 7.2645
H -6.1849 5.3765 5.1106
H -5.0802 4.0672 3.2707
H -4.4966 1.7168 3.9015
C -2.0282 2.1901 6.5799
C -2.0642 0.8058 6.8808
C -0.9064 0.2501 6.3923
N -0.1751 1.2476 5.8034
C -0.8498 2.4344 5.9187
H -2.7802 2.9264 6.8211
H -2.8498 0.2747 7.3977
H -0.5416 -0.7660 6.4116
H 0.7198 1.1278 5.3562
H -0.4346 3.3476 5.5195
C -1.9574 -6.4649 4.4226
C -0.5555 -6.3609 4.2414
C -0.3254 -5.2618 3.4509
N -1.5375 -4.7008 3.1438
C -2.5373 -5.4254 3.7371
H -2.4836 -7.2162 4.9924
H 0.2012 -7.0172 4.6453
H 0.5929 -4.8316 3.0799
H -1.6722 -3.8822 2.5717
H -3.5716 -5.1398 3.6189
C 0.6474 -7.0771 -1.5834
C 1.7304 -7.1478 -0.6728
C 1.2697 -6.7112 0.5457
N -0.0496 -6.3754 0.4031
C -0.4387 -6.6004 -0.8903
H 0.6604 -7.3463 -2.6293
H 2.7355 -7.4817 -0.8847
H 1.7661 -6.6099 1.4988
H -0.6423 -6.0188 1.1367
H -1.4518 -6.4010 -1.2055
C 4.9910 -0.8267 -5.8810
C 5.1322 -2.2079 -5.5977
C 4.9772 -2.3660 -4.2423
N 4.7519 -1.1305 -3.6959
C 4.7534 -0.1870 -4.6890
H 5.0548 -0.3533 -6.8500
H 5.3255 -2.9989 -6.3070
H 5.0088 -3.2481 -3.6210
H 4.6071 -0.9452 -2.7166
H 4.5872 0.8560 -4.4618
C 4.5383 1.0135 6.0527
C 5.2521 2.0856 5.4628
C 4.5529 2.4788 4.3471
N 3.4465 1.6806 4.2397
C 3.4271 0.7875 5.2790
H 4.8075 0.4683 6.9454
H 6.1751 2.5222 5.8156
H 4.7478 3.2545 3.6223
H 2.7542 1.7411 3.5103
H 2.6268 0.0692 5.3764
C 8.0128 -2.3428 3.0660
C 6.7994 -2.8567 3.5858
C 6.1667 -1.8281 4.2410
N 6.9557 -0.7135 4.1399
C 8.0804 -1.0172 3.4205
H 8.7541 -2.8820 2.4948
H 6.4292 -3.8670 3.4908
H 5.2264 -1.7936 4.7700
H 6.7411 0.1913 4.5334
H 8.8307 -0.2662 3.2247
C 4.9711 5.4169 -6.2561
C 6.0639 4.5708 -5.9417
C 5.6431 3.2759 -6.1193
N 4.3349 3.3084 -6.5251
C 3.9192 4.6105 -6.6162
H 4.9563 6.4962 -6.2239
H 7.0492 4.8757 -5.6215
H 6.1594 2.3362 -5.9914
H 3.7676 2.5007 -6.7262
H 2.9135 4.8497 -6.9269
*
```

Properties
total energy	-2908.1739	a.u.
LUMO energy	-0.4	eV
HOMO	-7.96	eV
relative energy (zero: lowest compared OMol25 entry of this formula, charge and spin)	97.9	kcal per mole

[3]
The following is a quantum chemistry calculation of a single C23H31N5O2 molecule at a distorted geometry, from OMol25.

Structure (ORCA input):
```
! RIJCOSX wB97M-V def2-TZVPD def2/J DEFGRID3
* xyz 0 1
C -5.9991 -1.3266 1.6722
C -5.1275 -0.9095 0.4927
C -4.2065 -2.0466 0.0524
C -3.3067 -1.5971 -1.0944
N -2.5058 -0.4604 -0.6771
C -1.5111 -0.0935 -1.6716
C -0.5383 0.8868 -1.1149
N -0.2542 2.0419 -1.6958
C 0.6416 2.6340 -0.8785
C 0.9057 1.8304 0.2208
C 1.7909 2.2327 1.2687
O 2.0620 1.6117 2.2815
N 2.3466 3.4874 1.0028
C 3.2777 4.0274 1.9800
C 2.1130 4.3090 -0.0921
O 2.6630 5.3844 -0.1952
N 1.2313 3.8476 -1.0453
C 0.9282 4.6511 -2.2086
N 0.1294 0.7064 0.0442
C 0.1000 -0.4385 0.9197
C 1.0297 -1.5542 0.4353
C 2.4908 -1.0982 0.3470
C 3.3777 -2.2619 0.0096
C 3.9236 -3.0480 1.0161
C 4.7096 -4.1437 0.7074
C 4.9574 -4.4703 -0.6150
C 4.4162 -3.6946 -1.6256
C 3.6307 -2.5990 -1.3137
C -3.3599 0.6647 -0.3339
C -4.2593 0.2989 0.8411
H -5.3805 -1.5983 2.5247
H -6.6541 -0.5111 1.9698
H -6.6148 -2.1833 1.4081
H -5.7780 -0.6412 -0.3481
H -4.7933 -2.9099 -0.2659
H -3.5817 -2.3494 0.8948
H -2.6310 -2.4109 -1.3720
H -3.9257 -1.3504 -1.9760
H -1.9558 0.3564 -2.5746
H -0.9789 -1.0025 -1.9711
H 3.3734 3.2973 2.7802
H 4.2437 4.2070 1.5091
H 2.8995 4.9723 2.3691
H 1.4790 5.5852 -2.1199
H 1.2274 4.1194 -3.1117
H -0.1436 4.8426 -2.2514
H -0.9301 -0.8010 0.9590
H 0.4233 -0.0982 1.9057
H 0.7030 -1.9147 -0.5424
H 0.9541 -2.3851 1.1388
H 2.7855 -0.6625 1.3032
H 2.5852 -0.3286 -0.4229
H 3.7353 -2.7930 2.0492
H 5.1318 -4.7439 1.5004
H 5.5723 -5.3245 -0.8572
H 4.6079 -3.9426 -2.6597
H 3.2137 -1.9936 -2.1068
H -2.7225 1.5116 -0.0681
H -3.9803 0.9669 -1.1971
H -3.6367 0.0584 1.7050
H -4.8847 1.1553 1.0983
*
```

Properties
total energy	-1319.3820	a.u.
LUMO energy	0.7	eV
HOMO	-8.27	eV
relative energy (zero: lowest compared OMol25 entry of this formula, charge and spin)	7.3	kcal per mole

[4]
The following is a quantum chemistry calculation of 5 unconnected molecules or ions with the total composition C21H37NO22S7 at a distorted geometry, from OMol25.

Structure (ORCA input):
```
! RIJCOSX wB97M-V def2-TZVPD def2/J DEFGRID3
* xyz 0 1
H -1.8879 -2.1648 2.2361
N -1.4445 -2.5565 1.3871
C -0.2708 -2.0228 1.3261
C 0.6356 -2.4423 0.1317
C 1.4571 -1.2331 -0.5394
C 0.6287 -0.4554 -1.6284
C -0.9144 -0.3241 -1.3712
C -1.3043 0.9164 -0.4413
S -3.1400 1.1139 -0.5390
O -3.8181 0.1055 0.2851
O -3.6269 0.9133 -1.9165
O -3.5938 2.6469 -0.1382
C 1.9728 -0.3442 0.6477
C 3.2040 0.5976 0.3709
S 3.9307 0.9592 2.0754
C 2.8417 2.0277 -0.2211
C 1.9710 2.8436 0.7651
C 1.4062 3.3284 1.7058
C 4.4217 -0.1157 -0.4299
C 4.4828 0.4215 -1.9288
S 3.9684 -1.8868 -0.5521
O 4.9278 -2.4843 -1.4925
O 4.0669 -2.6342 0.6964
O 2.5176 -1.9307 -1.2953
H 0.0035 -1.3337 2.1649
H 1.3785 -3.2334 0.4454
H -0.0086 -2.8943 -0.6657
H 0.7464 -1.0428 -2.5888
H 1.0202 0.5727 -1.8649
H -1.4395 -1.2465 -1.0201
H -1.3813 -0.0764 -2.3727
H -0.8897 1.8280 -0.9604
H -0.9542 0.8097 0.6141
H -4.4406 2.8060 -0.6131
H 2.2549 -1.0149 1.5124
H 1.1281 0.3045 1.0182
H 5.2950 0.8622 1.9883
H 2.4242 2.0124 -1.2571
H 3.8344 2.5932 -0.2858
H 0.7365 3.6295 2.5367
H 5.4150 0.0648 0.0420
H 5.0763 -0.2459 -2.6030
H 3.4351 0.4692 -2.3530
H 4.8928 1.4670 -1.9863
O -8.8896 -3.1078 3.2617
S -8.5630 -1.8185 2.7482
O -9.0363 -0.6168 3.3410
O -8.9232 -1.7999 1.1746
C -7.7500 -1.4909 0.4153
C -6.5938 -2.0057 1.2479
O -6.9601 -1.7199 2.6017
H -7.6984 -0.4062 0.2936
H -7.7946 -1.9626 -0.5650
H -5.6507 -1.5236 0.9937
H -6.4862 -3.0892 1.1484
O -10.6694 -6.7376 7.7787
S -11.4711 -6.7302 6.6032
O -12.3710 -7.7833 6.2821
O -10.5052 -6.4677 5.3362
C -10.9319 -5.2921 4.6406
C -11.5823 -4.4198 5.6957
O -12.2814 -5.3329 6.5464
H -11.6533 -5.5920 3.8758
H -10.0845 -4.8009 4.1654
H -12.2676 -3.6903 5.2680
H -10.8316 -3.9022 6.2986
O 7.1208 2.2734 -2.6328
S 8.4645 2.0623 -3.0528
O 9.5507 2.8378 -2.5670
O 8.4944 2.0794 -4.6682
C 9.0163 0.8395 -5.1534
C 8.6543 -0.1847 -4.0941
O 8.8209 0.5002 -2.8506
H 10.0999 0.9411 -5.2523
H 8.5856 0.5988 -6.1242
H 9.2889 -1.0680 -4.1346
H 7.6067 -0.4866 -4.1765
O 6.2817 5.0327 -0.1561
S 5.5150 5.0333 -1.3522
O 4.6287 3.9726 -1.6984
O 6.5131 5.3001 -2.5928
C 6.1004 6.4694 -3.3020
C 5.4159 7.3404 -2.2663
O 4.6994 6.4256 -1.4346
H 5.4027 6.1641 -4.0862
H 6.9591 6.9632 -3.7543
H 4.7383 8.0652 -2.7138
H 6.1466 7.8631 -1.6432
*
```

Properties
total energy	-5319.4523	a.u.
LUMO energy	0.0	eV
HOMO	-9.39	eV

[5]
The following is a quantum chemistry calculation of a single C9H21N2O6P molecule at a distorted geometry, from OMol25.

Structure (ORCA input):
```
! RIJCOSX wB97M-V def2-TZVPD def2/J DEFGRID3
* xyz 0 1
C -3.9126 3.6272 3.9604
C -5.0626 2.9791 3.0862
O -6.2381 3.0730 3.5344
N -4.8925 2.3355 1.8016
C -3.6467 1.5152 1.7018
C -2.7657 2.1575 0.4953
C -2.5581 1.1144 -0.7296
C -1.0372 0.6420 -0.6565
O -0.6959 -0.4161 -1.6033
P 0.7390 -1.1215 -1.0086
O 0.3219 -2.2234 -0.0384
O 1.6462 0.0769 -0.1800
O 1.7453 -1.6923 -2.2397
C 2.7523 -2.5263 -1.5457
C 4.1617 -2.5121 -2.2886
O 4.1123 -3.5045 -3.3558
C 5.3262 -2.9408 -1.2616
N 6.6724 -2.5943 -1.8311
H -3.0951 4.0812 3.3204
H -3.4198 2.7961 4.5800
H -4.3782 4.3771 4.6789
H -5.7370 1.7843 1.5757
H -3.9598 0.4468 1.4183
H -3.0605 1.4210 2.6657
H -1.7307 2.3564 0.9405
H -3.2388 3.1377 0.1451
H -3.2971 0.2645 -0.5996
H -2.6976 1.6690 -1.7101
H -0.3906 1.5560 -0.8470
H -0.8892 0.2049 0.3963
H 1.7085 0.8251 -0.8219
H 2.8614 -2.2156 -0.4476
H 2.3045 -3.5806 -1.5123
H 4.4261 -1.4755 -2.6599
H 4.0896 -4.3607 -2.8871
H 5.2921 -4.0678 -1.0414
H 5.1892 -2.4256 -0.2572
H 6.6044 -1.6053 -2.1053
H 6.7507 -3.1785 -2.6724
*
```

Properties
total energy	-1257.8340	a.u.
LUMO energy	0.2	eV
HOMO	-9.59	eV
relative energy (zero: lowest compared OMol25 entry of this formula, charge and spin)	80.8	kcal per mole

[6]
The following is a quantum chemistry calculation of a single C2H5FOS molecule at a distorted geometry, from OMol25.

Structure (ORCA input):
```
! RIJCOSX wB97M-V def2-TZVPD def2/J DEFGRID3
* xyz 0 1
C 0.6772 -1.0751 -0.0406
C 0.2288 0.3455 0.1938
O 0.4358 1.4188 -0.5746
S -1.9002 0.0390 0.1246
F -2.2227 1.4038 1.0114
H 1.6880 -1.1214 0.1913
H 0.5862 -1.1883 -1.0591
H 0.1321 -1.7864 0.4071
H 0.3867 0.4671 1.1858
H -0.0119 1.4971 -1.4397
*
```

Properties
total energy	-652.4084	a.u.
LUMO energy	0.4	eV
HOMO	-9.00	eV
relative energy (zero: lowest compared OMol25 entry of this formula, charge and spin)	30.5	kcal per mole

- Which of these has the lowest total energy?
  C21H37NO22S7